(1)
{
  "formula": "C9H16NO",
  "method": "the ωB97M-V functional and the def2-TZVPD basis",
  "species": ["C", "C", "N", "H", "H", "H", "H", "H", "H", "H", "H", "C", "C", "C", "C", "C", "C", "C", "O", "H", "H", "H", "H", "H", "H", "H", "H"],
  "coordinates": [[1.805, -1.283, -2.009], [0.507, -1.996, -1.813], [2.547, -0.988, -0.726], [2.536, -1.806, -2.630], [1.608, -0.297, -2.455], [-0.040, -1.402, -1.089], [0.404, -3.071, -1.601], [2.421, -1.812, -0.122], [3.533, -0.733, -0.676], [2.010, -0.262, -0.229], [-0.135, -2.059, -2.704], [-3.080, 0.795, -0.941], [0.306, 0.555, 1.636], [0.074, 1.746, 0.947], [-0.579, -0.516, 1.475], [-1.029, 1.929, 0.112], [-1.429, -0.440, 0.415], [-1.766, 0.800, -0.193], [1.639, 0.337, 1.935], [0.731, 2.528, 1.333], [2.053, 0.322, 2.821], [-0.396, -1.394, 2.093], [-1.576, 2.827, -0.196], [-1.942, -1.347, 0.085], [-3.508, 1.816, -0.861], [-3.708, 0.042, -0.467], [-2.845, 0.845, -1.998]],
  "atomic_forces_ev_per_a": [[1.4, 0.3, -1.7], [-1.4, -0.6, 0.0], [-1.8, -0.6, 1.6], [-0.3, 0.0, -0.1], [0.2, -0.4, 0.0], [-0.4, -0.3, 0.1], [1.2, 0.3, 0.8], [0.3, 0.2, 0.0], [0.0, 0.1, -0.8], [0.3, 0.1, 0.3], [0.6, 1.0, -0.2], [1.0, 2.2, 0.3], [-0.3, 0.5, -1.7], [0.3, 0.8, 1.3], [1.9, -0.3, 0.4], [-1.3, -0.6, 0.3], [-1.4, 0.2, -0.1], [-0.1, -1.5, 0.6], [1.4, -0.5, 0.9], [-0.1, 0.2, -0.8], [-1.2, 0.2, -0.3], [-0.2, -0.1, -0.5], [1.3, 0.3, 0.1], [-0.3, 0.3, 0.4], [-0.2, -0.6, 0.5], [-0.3, 0.1, -1.0], [-0.5, -1.2, -0.5]],
  "e_tot_ha": -482.22623,
  "relative_energy_kj_mol": 174.9,
  "gap_ev": 8.54,
  "lumo_ev": -3.206,
  "charge": 1
}

(2)
{
  "formula": "C9H16NO",
  "method": "the ωB97M-V functional and the def2-TZVPD basis",
  "species": ["C", "C", "N", "H", "H", "H", "H", "H", "H", "H", "H", "C", "C", "C", "C", "C", "C", "C", "O", "H", "H", "H", "H", "H", "H", "H", "H"],
  "coordinates": [[-1.957, 0.730, -0.469], [-2.767, 0.707, 0.939], [-2.853, 0.147, -1.477], [-1.832, 1.713, -0.846], [-1.065, 0.083, -0.297], [-3.492, -0.106, 1.011], [-3.334, 1.647, 1.115], [-2.479, 0.082, -2.461], [-3.391, -0.689, -1.200], [-3.679, 0.777, -1.547], [-1.891, 0.786, 1.682], [2.418, -1.869, -1.686], [2.249, 0.286, -0.516], [1.985, -1.130, -0.508], [2.003, 1.112, 0.587], [1.413, -1.509, 0.679], [1.332, 0.616, 1.700], [0.904, -0.710, 1.722], [0.976, 1.531, 2.684], [2.800, 0.782, -1.227], [2.390, 2.094, 0.412], [2.518, -1.074, -2.423], [1.950, -2.707, -2.179], [1.217, -2.594, 0.939], [0.206, -0.995, 2.502], [0.913, 2.370, 2.440], [3.467, -2.080, -1.576]],
  "atomic_forces_ev_per_a": [[-1.0, -1.6, 2.9], [2.2, 2.1, -0.5], [-2.3, 0.0, -1.9], [1.0, 0.9, 0.2], [-0.4, 0.8, -0.7], [0.6, -0.3, 0.3], [0.3, -0.5, -0.4], [-0.2, -0.3, 1.3], [1.1, -0.4, -0.1], [0.7, 0.1, -0.2], [-1.8, -0.8, -0.6], [1.4, 0.6, -1.4], [-1.0, -1.4, 2.7], [-0.4, 3.1, 1.4], [0.3, -1.6, -1.5], [-1.9, -3.4, 1.5], [-0.9, 1.9, -0.1], [1.2, 2.0, -0.5], [0.0, -7.1, 2.2], [1.0, 0.5, -2.3], [-0.2, 0.7, 0.8], [-0.3, -0.2, -0.6], [-0.6, -0.3, 0.6], [0.2, 1.0, -1.0], [0.5, -0.6, 0.0], [0.0, 5.6, -2.2], [0.6, -0.8, 0.3]],
  "e_tot_ha": -482.20997,
  "relative_energy_kj_mol": 217.6,
  "gap_ev": 7.50,
  "lumo_ev": -3.810,
  "charge": 1
}

(3)
{
  "formula": "C9H16NO4",
  "method": "the ωB97M-V functional and the def2-TZVPD basis",
  "species": ["C", "N", "C", "C", "O", "C", "O", "C", "C", "C", "C", "O", "C", "O", "H", "H", "H", "H", "H", "H", "H", "H", "H", "H", "H", "H", "H", "H", "H", "H"],
  "coordinates": [[3.100, 3.826, 1.042], [1.873, 3.064, 0.961], [1.796, 1.873, 1.430], [0.375, 1.155, 1.306], [-0.555, 2.164, 1.229], [-0.184, -0.054, 0.431], [0.547, -1.255, 0.645], [-0.260, -2.355, 0.212], [-1.154, -1.879, -0.922], [-1.846, -3.004, -1.750], [-0.243, -0.953, -1.702], [-0.152, 0.261, -0.892], [-2.207, -0.929, -0.260], [-1.500, -0.228, 0.856], [2.951, 4.865, 1.161], [3.649, 3.488, 1.903], [3.794, 3.579, 0.155], [1.009, 3.479, 0.689], [2.516, 1.502, 2.163], [0.317, 0.693, 2.363], [-1.473, 1.738, 1.543], [-0.932, -2.710, 0.969], [0.367, -3.232, -0.065], [-1.211, -3.911, -1.986], [-2.195, -2.676, -2.676], [-2.552, -3.403, -1.004], [0.775, -1.299, -1.764], [-0.623, -0.752, -2.713], [-2.683, -0.247, -0.976], [-3.070, -1.457, 0.122]],
  "atomic_forces_ev_per_a": [[2.0, -1.0, -1.2], [1.2, -1.2, 1.2], [-3.0, -0.8, -0.8], [0.4, -1.3, 3.2], [-3.0, 0.0, 0.7], [1.6, -0.6, -0.1], [-0.2, 0.7, 0.5], [-0.4, -1.2, -0.3], [0.0, 0.1, -0.8], [1.9, -1.3, 2.8], [-0.2, 0.5, -0.2], [0.2, 0.6, -1.3], [0.3, -0.2, -0.1], [-0.9, -0.3, -0.9], [-0.4, 1.0, -0.2], [0.2, -0.2, 0.5], [-1.4, 0.6, 1.1], [-0.9, 0.3, -1.0], [0.4, -0.3, -1.0], [0.2, 0.4, -1.2], [2.8, 1.3, -1.3], [-0.1, -0.1, 1.0], [0.0, 1.0, 0.0], [-0.1, 1.2, 0.4], [-1.2, 0.7, -1.2], [-0.6, 0.0, -1.0], [0.3, -0.6, -0.3], [0.1, 0.6, 0.5], [0.7, 0.3, 0.1], [0.2, -0.4, 0.8]],
  "e_tot_ha": -707.92054,
  "relative_energy_kj_mol": 58.1,
  "gap_ev": 8.65,
  "lumo_ev": -4.724,
  "charge": 1,
  "smiles": "C/[NH+]=C/[C@@H](O)[C@]12OC[C@](C)(CO1)CO2"
}

(4)
{
  "formula": "C9H16NO4Pd",
  "method": "the ωB97M-V functional and the def2-TZVPD basis",
  "species": ["Pd", "C", "C", "O", "C", "C", "O", "C", "C", "O", "C", "C", "O", "H", "H", "H", "H", "H", "H", "H", "H", "H", "H", "H", "H", "H", "H", "H", "H", "N", "C"],
  "coordinates": [[1.192, 0.233, 0.006], [-0.142, -2.136, -1.238], [-0.438, -1.111, -2.311], [0.340, 0.101, -2.084], [-0.358, 1.336, -2.364], [-0.182, 2.263, -1.184], [-0.576, 1.521, -0.014], [-0.315, 2.180, 1.242], [-0.550, 1.154, 2.320], [0.330, 0.030, 2.085], [-0.259, -1.276, 2.348], [-0.023, -2.212, 1.178], [-0.456, -1.521, 0.009], [-0.745, -3.035, -1.397], [0.917, -2.423, -1.250], [-0.179, -1.507, -3.293], [-1.497, -0.852, -2.294], [0.045, 1.793, -3.269], [-1.412, 1.112, -2.522], [0.869, 2.569, -1.070], [-0.778, 3.172, -1.297], [0.725, 2.537, 1.245], [-0.964, 3.049, 1.371], [-0.354, 1.583, 3.304], [-1.581, 0.802, 2.281], [0.198, -1.681, 3.252], [-1.327, -1.147, 2.521], [1.042, -2.460, 1.082], [-0.581, -3.142, 1.318], [4.092, -0.593, 0.012], [2.968, -0.340, 0.011]],
  "atomic_forces_ev_per_a": [[-0.6, 1.3, 0.0], [0.2, 0.1, 0.1], [0.2, 0.0, -0.1], [0.0, -0.1, -0.1], [0.0, -0.1, 0.0], [0.0, 0.2, 0.0], [0.2, -0.1, 0.0], [0.0, 0.1, 0.0], [0.1, -0.1, 0.0], [0.0, -0.2, 0.1], [0.2, 0.0, 0.0], [0.2, 0.1, -0.1], [-0.5, -0.5, 0.0], [0.0, 0.1, -0.1], [0.0, 0.0, 0.0], [0.0, 0.0, 0.0], [0.0, 0.0, 0.1], [0.0, 0.0, 0.0], [0.0, 0.1, 0.0], [0.0, 0.0, -0.1], [-0.1, -0.1, 0.0], [0.0, 0.0, 0.1], [-0.1, -0.1, 0.0], [0.0, 0.0, 0.0], [0.0, 0.1, 0.0], [0.0, 0.0, 0.0], [0.0, 0.0, -0.1], [0.0, 0.0, 0.0], [0.0, 0.0, 0.1], [0.1, 0.0, 0.0], [0.3, -0.7, 0.0]],
  "e_tot_ha": -835.75885,
  "relative_energy_kj_mol": 41.5,
  "gap_ev": [7.92, 7.93],
  "lumo_ev": [-5.667, -5.656],
  "charge": 1
}

(5)
{
  "formula": "C9H16S2Si",
  "method": "the ωB97M-V functional and the def2-TZVPD basis",
  "species": ["C", "C", "C", "C", "C", "C", "C", "C", "C", "Si", "S", "S", "H", "H", "H", "H", "H", "H", "H", "H", "H", "H", "H", "H", "H", "H", "H", "H"],
  "coordinates": [[-1.190, 2.235, -2.241], [-1.253, -1.975, -1.526], [-2.105, -0.154, 2.743], [-1.506, 2.076, -0.929], [-1.958, -1.182, -0.708], [-1.637, 0.779, 1.925], [1.727, 2.184, -0.219], [2.727, -2.859, 0.329], [1.570, -0.273, 0.487], [-1.389, 0.471, 0.134], [2.254, 0.573, -0.833], [1.195, -1.887, 0.530], [-1.163, 3.236, -2.706], [-0.830, 1.391, -2.821], [-1.489, -3.021, -1.864], [-0.373, -1.633, -2.092], [-2.189, -0.096, 3.760], [-2.688, -0.944, 2.163], [-1.746, 2.848, -0.228], [-2.806, -1.621, -0.194], [-1.015, 1.596, 2.388], [1.225, 2.664, -1.007], [2.625, 2.653, 0.110], [1.105, 1.971, 0.580], [2.936, -3.204, -0.770], [2.368, -3.624, 0.921], [3.692, -2.397, 0.678], [1.910, 0.194, 1.394]],
  "atomic_forces_ev_per_a": [[-0.1, 0.4, 1.6], [0.3, -0.1, -1.3], [-2.0, -1.3, -4.0], [0.7, -1.9, -0.4], [0.5, 0.4, 1.2], [1.5, 0.8, 0.7], [2.0, -0.6, -1.0], [1.6, 1.4, -2.8], [-1.0, 1.5, 0.1], [1.3, -0.4, -2.1], [0.1, -0.1, -1.2], [-0.2, -1.6, -0.3], [-0.1, -0.6, 0.2], [-0.2, 0.1, -0.1], [-0.4, 1.1, 0.8], [-0.3, 0.2, 0.6], [0.1, 0.0, 2.5], [0.8, 0.5, 1.5], [-0.2, 1.1, -0.2], [-0.2, -0.2, -0.1], [-0.8, -0.5, -0.6], [-0.5, 1.0, -0.7], [0.4, 0.9, 0.2], [-1.3, 0.0, 1.5], [-0.7, 0.6, 2.0], [0.3, -2.3, 1.1], [-1.2, -0.4, 0.1], [-0.3, 0.1, 0.7]],
  "e_tot_ha": -1438.16123,
  "relative_energy_kj_mol": 118.4,
  "gap_ev": [5.87, 6.52],
  "lumo_ev": [-0.467, -0.389]
}

(6)
{
  "formula": "C9H17BClN3O2P",
  "method": "the ωB97M-V functional and the def2-TZVPD basis",
  "species": ["C", "C", "C", "C", "C", "N", "N", "Cl", "C", "B", "C", "O", "C", "P", "O", "C", "N", "H", "H", "H", "H", "H", "H", "H", "H", "H", "H", "H", "H", "H", "H", "H", "H", "H"],
  "coordinates": [[-1.733, -3.691, -1.453], [-0.529, -2.772, -1.293], [-0.816, -1.328, -1.793], [-0.131, -0.987, -3.144], [-0.510, -0.282, -0.766], [-1.499, 0.490, -0.433], [-1.253, 1.443, 0.457], [-2.595, 2.444, 0.758], [-0.107, 1.699, 1.075], [-0.051, 2.945, 2.132], [-0.650, 2.821, 3.561], [0.534, 4.084, 1.701], [0.976, 0.872, 0.779], [2.546, 1.131, 1.692], [2.980, 2.529, 1.785], [0.796, -0.131, -0.179], [1.774, -1.005, -0.524], [-2.647, -3.243, -1.066], [-1.561, -4.607, -0.887], [-1.867, -4.003, -2.488], [0.313, -3.193, -1.847], [-0.225, -2.762, -0.245], [-1.885, -1.289, -1.990], [0.125, -1.890, -3.689], [0.774, -0.393, -2.993], [-0.787, -0.348, -3.730], [-0.883, 3.830, 3.902], [0.075, 2.414, 4.270], [-1.560, 2.223, 3.586], [0.318, 4.353, 0.800], [3.452, 0.302, 1.018], [2.298, 0.462, 2.901], [1.623, -1.503, -1.390], [2.705, -0.615, -0.509]],
  "atomic_forces_ev_per_a": [[0.3, -0.4, 0.1], [0.0, 0.2, 0.1], [0.0, -0.5, -0.6], [0.0, 0.4, 0.5], [-0.1, -0.2, -0.1], [0.0, 0.3, 0.2], [-0.3, -0.1, -0.2], [0.0, 0.0, 0.0], [0.2, 0.2, 0.3], [0.2, 0.2, -0.1], [0.3, 0.1, -0.1], [-1.1, 0.2, 0.0], [0.0, -0.3, -0.2], [0.2, 0.3, -0.1], [-0.2, 0.1, 0.1], [0.0, -0.2, 0.2], [0.0, 0.6, -0.6], [-0.1, 0.1, -0.1], [0.0, 0.0, 0.0], [-0.2, 0.2, -0.1], [0.1, 0.0, 0.0], [0.0, 0.0, 0.1], [-0.1, 0.2, 0.3], [-0.1, 0.0, -0.2], [0.1, -0.1, -0.1], [0.0, -0.1, -0.2], [0.0, 0.0, 0.1], [0.0, -0.2, 0.1], [0.1, -0.2, 0.1], [0.7, -0.1, -0.1], [0.0, -0.2, 0.1], [0.0, -0.1, 0.0], [-0.1, -0.2, 0.1], [0.2, -0.3, 0.3]],
  "e_tot_ha": -1494.05166,
  "relative_energy_kj_mol": 0.0,
  "gap_ev": 9.27,
  "lumo_ev": -4.492,
  "charge": 1,
  "smiles": "CC[C@H](C)c1nn(Cl)c(B(C)O)c([PH2]=O)c1=[NH2+]"
}

(7)
{
  "formula": "C9H17BN2O4S",
  "method": "the ωB97M-V functional and the def2-TZVPD basis",
  "species": ["N", "C", "C", "C", "C", "O", "O", "C", "S", "N", "C", "C", "C", "C", "B", "O", "O", "H", "H", "H", "H", "H", "H", "H", "H", "H", "H", "H", "H", "H", "H", "H", "H", "H"],
  "coordinates": [[-0.250, -2.077, -1.650], [0.000, -0.699, -1.247], [-0.076, 0.212, -2.505], [1.273, 0.310, -3.215], [1.846, -1.007, -3.616], [1.206, -1.771, -4.295], [3.123, -1.325, -3.201], [-0.990, -0.276, -0.204], [-2.525, -0.019, -0.681], [-0.650, -0.051, 1.092], [0.634, -0.389, 1.776], [0.292, -0.433, 3.294], [-1.172, -0.108, 3.474], [-1.519, 0.576, 2.123], [-1.114, 2.134, 2.080], [-1.204, 2.791, 0.859], [-0.602, 2.747, 3.234], [-1.234, -2.218, -1.780], [0.258, -2.224, -2.533], [1.010, -0.676, -0.790], [-0.884, -0.095, -3.219], [-0.364, 1.216, -2.142], [2.029, 0.752, -2.580], [1.182, 0.964, -4.098], [3.324, -2.197, -3.558], [1.010, -1.361, 1.429], [1.396, 0.358, 1.531], [0.911, 0.304, 3.836], [0.538, -1.416, 3.721], [-1.814, -0.977, 3.612], [-1.307, 0.580, 4.318], [-2.560, 0.476, 1.855], [-1.462, 2.285, 0.092], [-0.304, 3.615, 2.989]],
  "atomic_forces_ev_per_a": [[1.1, -0.5, 0.2], [0.7, -0.5, -0.4], [-0.4, 0.8, 0.4], [0.8, 0.7, 0.3], [0.3, -0.9, -0.9], [0.3, -0.4, -0.1], [-1.2, 1.1, 0.0], [0.1, 0.5, 2.0], [-1.6, 0.3, -0.7], [0.8, -0.8, -0.1], [-0.2, -0.4, -0.4], [1.3, -0.3, 0.3], [-0.5, 0.6, -1.0], [0.2, 0.7, 0.5], [0.0, -0.1, -0.3], [0.7, 0.7, 1.7], [-0.8, -1.0, -1.6], [-0.4, 0.0, -0.3], [-0.9, -0.3, 0.7], [-0.3, 0.2, -0.4], [0.7, 0.0, 0.9], [0.3, -0.2, -0.5], [0.0, 0.5, 0.4], [0.1, -0.5, 0.2], [-0.1, -0.2, -0.1], [-0.2, 0.3, 0.0], [-0.1, 0.0, 0.2], [-0.3, -0.3, -0.3], [0.0, 0.2, -0.2], [0.2, -0.1, 0.1], [-0.2, -0.2, -0.3], [-0.2, -0.2, -0.2], [-0.4, -0.6, -0.1], [0.3, 0.9, 0.1]],
  "e_tot_ha": -1186.77568,
  "relative_energy_kj_mol": 43.3,
  "gap_ev": 8.78,
  "lumo_ev": 0.399,
  "smiles": "N[C@@H](CCC(=O)O)C(=S)N1CCC[C@H]1B(O)O"
}

(8)
{
  "formula": "C9H17BO2",
  "method": "the ωB97M-V functional and the def2-TZVPD basis",
  "species": ["B", "C", "C", "C", "C", "C", "C", "C", "C", "C", "O", "O", "H", "H", "H", "H", "H", "H", "H", "H", "H", "H", "H", "H", "H", "H", "H", "H", "H"],
  "coordinates": [[-0.621, -0.223, 0.114], [1.698, -1.006, 0.113], [2.157, -2.241, 0.312], [2.261, 0.328, -0.371], [2.544, 1.052, 1.032], [3.635, 0.102, -1.098], [-3.019, -1.116, -0.490], [-2.613, 0.141, 1.671], [-2.575, 1.436, -0.383], [-2.217, 0.067, 0.186], [0.372, -0.907, 0.347], [1.384, 0.942, -1.136], [1.400, -2.969, 0.790], [3.200, -2.442, 0.575], [3.509, 0.718, 1.517], [1.658, 1.079, 1.644], [2.778, 2.106, 0.886], [3.373, -0.529, -1.950], [4.325, -0.345, -0.349], [4.087, 0.997, -1.560], [-4.025, -0.904, -0.470], [-2.773, -1.967, 0.147], [-2.545, -1.079, -1.428], [-3.717, 0.168, 1.833], [-2.215, 1.047, 2.099], [-2.253, -0.669, 2.383], [-1.969, 2.233, -0.195], [-2.706, 1.422, -1.421], [-3.522, 1.714, -0.021]],
  "atomic_forces_ev_per_a": [[-1.9, 2.0, -1.2], [2.0, -1.5, -0.7], [-0.7, -0.7, 2.4], [1.6, 0.8, 1.3], [1.6, 0.6, -0.8], [-0.6, -0.4, 0.5], [3.7, 1.2, 1.9], [0.1, -0.9, 1.8], [-1.0, -2.0, -0.5], [0.6, -0.1, 1.0], [-1.1, -1.2, 0.9], [-2.1, 0.3, 0.0], [1.4, 1.0, -1.1], [-0.3, 0.0, -1.0], [-1.4, -0.3, 0.0], [-0.2, -0.5, 0.6], [-0.2, 0.2, -0.6], [0.5, -0.4, 0.2], [-0.1, 0.0, -0.9], [-0.5, 0.0, 0.7], [-2.3, 0.5, -0.2], [-0.2, -0.4, -0.6], [-0.2, -1.1, -1.7], [0.7, 0.0, -0.6], [0.1, 0.5, 0.2], [-0.2, 0.5, -1.2], [2.2, 1.8, 0.9], [0.1, -0.3, -1.8], [-1.5, 0.2, 0.7]],
  "e_tot_ha": -528.32228,
  "relative_energy_kj_mol": 486.3,
  "gap_ev": 7.93,
  "lumo_ev": 0.324
}